{
  "formula": "C40H39N11O5PdSTe",
  "method": "wB97M-V/def2-TZVPD",
  "species": ["Pd", "C", "N", "C", "N", "C", "N", "C", "C", "C", "C", "C", "C", "C", "N", "N", "C", "O", "C", "C", "C", "C", "C", "C", "N", "C", "N", "C", "N", "C", "H", "H", "H", "H", "H", "H", "H", "H", "H", "H", "H", "H", "H", "H", "H", "H", "C", "C", "S", "O", "O", "C", "C", "N", "C", "N", "C", "C", "N", "O", "O", "C", "H", "H", "H", "H", "H", "H", "H", "H", "H", "H", "H", "H", "H", "Te", "C", "C", "C", "C", "C", "C", "C", "C", "C", "C", "C", "C", "H", "H", "H", "H", "H", "H", "H", "H", "H", "H"],
  "xyz": [[0.24252, 1.46740, -2.52719], [4.73242, -3.07770, -2.63721], [3.94590, -1.87554, -2.83878], [2.72762, -1.69341, -3.37370], [2.30094, -0.46516, -3.13191], [3.34750, 0.07698, -2.45657], [4.35230, -0.73304, -2.24633], [4.47583, -3.65983, -1.26482], [5.53799, -4.03963, -0.43152], [5.33236, -4.52683, 0.85676], [4.05102, -4.63683, 1.35161], [2.97086, -4.26460, 0.52015], [3.19799, -3.78507, -0.78455], [1.65535, -4.35168, 1.00845], [1.22465, -4.71521, 2.23740], [-0.07631, -4.62947, 2.24467], [-0.46766, -4.22298, 1.01918], [0.60102, -4.04192, 0.23103], [-1.77777, -3.99052, 0.53101], [-2.88133, -4.12345, 1.39238], [-4.14479, -3.87890, 0.89203], [-4.30527, -3.49761, -0.43609], [-3.21581, -3.35561, -1.30305], [-3.40849, -2.89916, -2.73060], [-2.87609, -1.55784, -2.93211], [-1.61390, -1.13758, -3.00598], [-1.58144, 0.18397, -3.04139], [-2.89849, 0.52423, -3.01840], [-3.71188, -0.49521, -2.94740], [-1.95620, -3.61884, -0.81343], [5.77799, -2.79323, -2.74001], [4.49987, -3.78596, -3.43387], [2.21381, -2.46684, -3.92245], [3.36383, 1.09401, -2.09978], [6.55367, -3.93117, -0.79266], [6.18044, -4.79732, 1.46866], [3.85498, -4.99511, 2.35221], [2.35146, -3.48224, -1.38670], [-2.72989, -4.40846, 2.42385], [-5.01081, -3.97561, 1.53059], [-5.30313, -3.29923, -0.80869], [-4.46386, -2.83978, -2.98543], [-2.92942, -3.57544, -3.43961], [-0.75729, -1.79014, -3.00595], [-3.24858, 1.54238, -3.04687], [-1.08803, -3.54717, -1.45532], [-5.70140, 0.79749, 4.65798], [-4.54670, 0.75279, 3.66692], [-3.30746, -0.39963, 4.18457], [-2.63338, 0.13681, 5.33705], [-3.89129, -1.71417, 4.20256], [-2.11532, -0.41139, 2.86030], [-1.16681, 0.77605, 2.87402], [-0.31999, 0.72757, 1.67380], [-0.62445, 1.31569, 0.49019], [0.25614, 0.99888, -0.44482], [1.18835, 0.19580, 0.14384], [0.82992, 0.00408, 1.43703], [1.47841, -0.85595, 2.38545], [2.45870, -1.45365, 1.98428], [0.96842, -0.98513, 3.48181], [-1.80909, 2.18857, 0.29480], [-6.44808, 1.50081, 4.29333], [-5.36223, 1.13264, 5.63591], [-6.16459, -0.18110, 4.76303], [-4.05884, 1.72724, 3.59454], [-4.87884, 0.44024, 2.67535], [-2.65436, -0.46900, 1.91253], [-1.56903, -1.34512, 3.00579], [-0.53535, 0.78027, 3.75527], [-1.70066, 1.72416, 2.84518], [2.03805, -0.21921, -0.36509], [-1.80039, 3.02793, 0.99150], [-2.74410, 1.64255, 0.42953], [-1.78153, 2.58925, -0.71855], [1.80429, 3.62218, -2.67411], [0.51412, 5.24383, -2.53373], [1.02768, 6.52684, -2.68826], [0.17583, 7.61811, -2.59478], [-1.17729, 7.42898, -2.35843], [-1.68958, 6.14774, -2.21097], [-0.84357, 5.05199, -2.29502], [2.58195, 3.60882, -0.72814], [3.91814, 3.28353, -0.54037], [4.41858, 3.14870, 0.75064], [3.59482, 3.37129, 1.84236], [2.26515, 3.73037, 1.64884], [1.75318, 3.83983, 0.36618], [2.08076, 6.68275, -2.88332], [0.57066, 8.61746, -2.71367], [-1.83740, 8.28291, -2.29479], [-2.74737, 6.00320, -2.03710], [-1.23696, 4.04771, -2.19664], [4.57776, 3.14908, -1.38970], [5.45901, 2.89265, 0.89697], [3.99102, 3.28893, 2.84521], [1.63254, 3.93787, 2.50277], [0.71676, 4.12321, 0.21639]],
  "atomic_forces_ev_per_a": [[-0.3, 0.2, -0.7], [0.1, 0.0, -0.2], [0.0, 0.2, 0.0], [0.0, 0.0, 0.2], [0.0, -0.2, -0.3], [0.0, 0.2, 0.1], [0.1, -0.2, 0.1], [0.1, 0.0, 0.1], [0.1, 0.0, 0.0], [-0.1, 0.0, 0.0], [0.0, 0.0, -0.1], [0.1, -0.1, 0.1], [-0.1, 0.0, 0.0], [-0.1, -0.1, 0.3], [0.4, 0.0, -0.1], [-0.4, 0.1, -0.1], [0.2, -0.1, 0.3], [0.0, 0.2, -0.4], [-0.1, 0.0, 0.0], [0.0, 0.0, 0.0], [0.1, 0.0, 0.0], [-0.1, 0.1, -0.1], [-0.1, -0.1, 0.1], [0.0, 0.0, -0.1], [-0.1, 0.2, -0.2], [0.1, 0.0, 0.2], [0.3, -0.1, 0.1], [0.1, 0.3, 0.1], [-0.1, -0.2, 0.1], [0.1, 0.0, 0.0], [0.0, 0.0, 0.0], [-0.1, 0.0, 0.1], [0.0, 0.0, 0.0], [0.0, 0.0, 0.0], [0.0, 0.0, 0.0], [0.0, 0.0, 0.0], [0.0, 0.0, 0.0], [0.0, 0.0, 0.0], [0.0, 0.0, 0.1], [0.0, 0.0, 0.0], [0.0, 0.0, 0.0], [0.0, 0.0, 0.0], [0.0, 0.0, 0.1], [0.0, 0.0, -0.1], [0.0, 0.0, -0.1], [0.0, 0.0, 0.0], [0.0, 0.0, 0.1], [-0.1, 0.2, -0.2], [0.0, 0.0, 0.4], [-0.1, -0.1, -0.1], [0.0, -0.1, -0.1], [0.1, 0.0, -0.2], [0.1, 0.1, 0.0], [0.0, 0.1, -0.2], [-0.2, -0.1, 0.3], [0.3, -0.1, 0.3], [-0.1, -0.1, -0.1], [0.1, 0.0, 0.3], [-0.4, -0.1, -0.1], [0.2, -0.1, 0.0], [0.2, 0.0, -0.1], [0.0, 0.1, -0.1], [0.0, 0.0, 0.0], [0.0, 0.0, 0.0], [0.0, 0.0, 0.0], [0.0, 0.0, 0.0], [0.0, 0.0, 0.0], [-0.1, -0.1, 0.0], [0.0, 0.0, 0.0], [-0.1, -0.1, 0.0], [0.0, 0.0, 0.0], [0.0, 0.0, -0.1], [0.0, 0.0, 0.0], [0.0, 0.0, 0.0], [0.0, -0.1, 0.1], [0.3, -0.4, -0.4], [-0.3, 0.2, 0.2], [0.0, 0.0, 0.0], [0.0, 0.0, 0.0], [0.0, 0.0, 0.0], [0.0, 0.0, 0.0], [0.0, 0.1, 0.0], [-0.1, 0.0, 0.3], [0.0, 0.0, 0.0], [0.0, 0.0, 0.0], [0.0, 0.0, 0.0], [0.0, 0.0, 0.0], [0.0, 0.0, 0.0], [0.0, 0.0, 0.0], [0.0, 0.0, 0.0], [0.0, 0.0, 0.0], [0.0, 0.0, 0.0], [0.0, 0.0, 0.0], [0.0, 0.0, 0.0], [0.0, 0.0, 0.0], [0.0, 0.0, 0.0], [0.0, 0.0, 0.0], [0.0, 0.0, 0.0]],
  "lowdin_charge": [0.43, -0.06, -0.13, -0.15, 0.06, -0.25, 0.14, -0.16, 0.05, -0.01, 0.05, -0.12, 0.06, -0.21, 0.18, 0.18, -0.20, 0.16, -0.12, 0.03, -0.01, 0.03, -0.17, -0.05, -0.11, -0.14, 0.00, -0.19, 0.14, 0.05, 0.14, 0.15, 0.14, 0.06, 0.14, 0.13, 0.14, 0.12, 0.13, 0.13, 0.13, 0.14, 0.14, 0.13, 0.12, 0.12, -0.10, -0.31, 0.63, -0.28, -0.30, -0.22, -0.12, 0.07, -0.32, 0.01, -0.02, -0.13, -0.32, 0.09, 0.11, 0.02, 0.09, 0.09, 0.08, 0.10, 0.10, 0.10, 0.10, 0.13, 0.12, 0.10, 0.10, 0.09, 0.05, 1.45, -0.55, -0.13, -0.06, -0.06, -0.07, -0.16, -0.53, -0.16, -0.07, -0.07, -0.08, -0.14, 0.10, 0.12, 0.11, 0.11, 0.05, 0.10, 0.11, 0.11, 0.11, 0.09],
  "spin_multiplicity": 3,
  "e_above_lowest_kj_mol": 9.9,
  "s2": 2.04,
  "energy_ha": -3319.61765,
  "e_homo_ha": [-0.462, -0.476],
  "lumo_energy_ev": [-6.274, -9.163],
  "charge": 2
}